Entry 1:
C8H7NO2 | wB97M-V/def2-TZVPD

```
! wB97M-V def2-TZVPD RIJCOSX def2/J DEFGRID3
* xyz 0 1
N 0.046 2.935 0.884
C 0.892 2.039 0.265
O 1.882 2.421 -0.346
C 0.497 0.565 0.242
C 0.924 -0.216 1.355
C 0.526 -1.564 1.394
C -0.250 -1.970 0.320
C -0.470 -1.202 -0.896
C -1.407 -1.667 -1.934
O -1.736 -0.981 -2.846
C -0.029 0.010 -0.948
H -0.977 2.856 0.821
H 0.287 3.934 0.846
H 1.392 0.273 2.169
H 0.854 -2.244 2.130
H -0.447 -3.115 0.226
H -1.750 -2.709 -1.820
H -0.232 0.635 -1.863
*
```

- HOMO: -9.37 eV
- LUMO: -0.063 eV
- Kohn-Sham gap: 0.3420 Eh
- SMILES: NC(=O)c1cccc(C=O)c1
- Energy relative to the best compared isomer or geometry (same formula, charge and spin): 26.30 kcal per mole

Entry 2:
C9H16N3 | wB97M-V/def2-TZVPD

```
! wB97M-V def2-TZVPD RIJCOSX def2/J DEFGRID3
* xyz 1 1
C 1.079 0.833 -1.404
N 0.497 -0.206 -1.611
C -0.003 -0.645 -0.019
C -1.233 -1.515 -0.067
C -2.421 -0.604 -0.454
C -2.571 0.661 0.407
C -1.306 1.470 0.173
C -0.041 0.700 0.623
N 1.248 1.216 0.107
C 2.500 0.473 0.569
C 2.397 -1.011 0.220
N 1.081 -1.508 0.495
H 1.599 1.602 -2.132
H -1.507 -2.057 0.789
H -0.897 -2.354 -0.682
H -3.307 -1.325 -0.580
H -2.323 -0.387 -1.552
H -3.506 0.959 -0.066
H -2.672 0.302 1.363
H -1.438 1.755 -0.947
H -1.483 2.341 0.647
H 0.126 0.507 1.769
H 1.277 2.201 0.103
H 2.445 0.729 1.712
H 3.364 0.816 0.209
H 2.800 -1.028 -0.763
H 3.226 -1.450 0.865
H 1.070 -2.473 0.226
*
```

- HOMO: -13.49 eV
- LUMO: -2.809 eV
- Kohn-Sham gap: 0.3925 Eh
- SMILES: C1=N[C@]23CCCC[C@@H]2[N@H+]1CCN3
- Energy relative to the best compared isomer or geometry (same formula, charge and spin): 108.60 kcal per mole

Entry 3:
C5H7NO2 | wB97M-V/def2-TZVPD

```
! wB97M-V def2-TZVPD RIJCOSX def2/J DEFGRID3
* xyz 0 1
C 0.713 -0.135 -1.407
C 0.108 -2.058 1.458
C 0.007 0.354 -0.153
O 1.093 -1.617 1.966
N 0.890 0.972 0.744
O -0.671 -2.930 1.330
H 1.466 0.254 1.207
H 0.421 1.510 1.463
H 0.023 -0.686 -2.042
H 1.533 -0.793 -1.125
H 1.094 0.724 -1.959
C -1.200 1.094 -0.405
C -2.165 1.766 -0.640
H -3.000 2.358 -0.895
H -0.312 -0.814 0.457
*
```

- HOMO: -9.53 eV
- LUMO: -0.283 eV
- Kohn-Sham gap: 0.3400 Eh
- Energy relative to the best compared isomer or geometry (same formula, charge and spin): 61.90 kcal per mole

Entry 4:
C4H13O4 | wB97M-V/def2-TZVPD

```
! wB97M-V def2-TZVPD RIJCOSX def2/J DEFGRID3
* xyz -1 1
C -0.932 -1.709 -0.118
O -1.121 -2.869 0.624
C -1.070 -0.479 0.736
C 0.375 0.303 0.450
C 0.195 1.694 1.245
O 0.617 0.266 -0.835
H -1.698 -1.672 -0.879
H 0.087 -1.713 -0.431
H -1.824 0.090 0.395
H -1.086 -0.775 1.713
H 1.244 -0.245 1.073
H -0.489 2.333 0.629
H 1.178 2.363 1.297
H -0.150 1.532 2.325
H 2.318 0.674 -0.708
H 2.626 -0.399 -1.474
H -1.098 -2.674 1.600
O 3.182 0.029 -0.775
H -1.327 1.247 -1.795
H -0.089 0.850 -2.411
O -0.939 1.155 -2.659
*
```

- HOMO: -4.07 eV
- LUMO: 3.704 eV
- Kohn-Sham gap: 0.2859 Eh
- Energy relative to the best compared isomer or geometry (same formula, charge and spin): 58.84 kcal per mole